No. 1
# C15H54BFI2N3O14Si

12 unconnected molecules or ions with the total composition C15H54BFI2N3O14Si at a distorted geometry (wB97M-V/def2-TZVPD, the OMol25 dataset).

```
91
Properties=species:S:1:pos:R:3:forces:R:3:lowdin_charge:R:1
C 2.31006 -3.27317 -0.51945 -0.2 0.7 0.0 -0.185
C 1.84929 -1.97841 0.17092 -0.1 -0.9 0.1 -0.746
I 3.06963 -1.79735 1.98049 0.5 0.2 -0.2 0.769
C 0.31020 -1.98654 0.37539 0.7 0.6 -0.1 -0.598
I -0.29013 -1.75054 2.43088 -0.6 -0.1 0.0 0.859
B -0.44720 -0.92612 -0.67909 -1.0 -0.2 -0.3 -0.876
C -1.08200 -1.84305 -1.86784 0.1 0.4 0.1 -0.093
C -1.87197 -1.06280 -2.93018 0.1 -0.6 0.1 -0.188
C -3.05743 -1.85305 -3.53954 0.1 0.9 0.0 -0.203
C -4.40300 -1.23291 -3.17478 0.4 -0.8 0.1 -0.215
N -4.65438 -1.25324 -1.71757 -0.6 0.2 0.2 0.029
C -5.31125 -2.42275 -1.26110 0.2 0.0 -0.1 -0.533
N -6.57128 -2.57477 -1.18571 0.0 0.2 0.2 0.125
N -4.42997 -3.47232 -0.83843 0.0 -0.1 -0.2 0.088
O -1.59241 -0.17388 -0.01148 0.1 0.2 0.4 -0.017
C -1.25469 1.14905 -0.01383 0.1 -0.6 -0.9 -0.356
F -1.75123 1.82744 1.09933 0.0 -0.1 0.2 -0.004
C 0.27599 1.14466 -0.13780 -0.4 0.3 0.3 -0.306
C 0.97142 2.44663 -0.45439 0.0 0.0 0.1 -0.077
C 0.82800 3.53332 0.62176 0.5 0.3 -0.8 -0.236
O 2.07006 3.71868 1.31416 -0.5 -0.4 0.6 -0.211
Si 2.19105 3.35267 2.93763 0.6 0.0 0.1 0.421
C 1.10074 1.94751 3.52207 0.1 0.4 0.2 -0.153
C 3.97569 2.80655 3.20157 -0.7 0.0 -0.1 -0.159
C 1.92821 4.87414 4.01609 0.1 -0.2 -0.1 -0.160
O 0.41604 0.18935 -1.15028 0.6 -0.4 0.1 0.014
H 2.07770 -3.16543 -1.58144 -0.1 -0.2 -0.1 0.082
H 1.78607 -4.13655 -0.12733 0.1 -0.1 0.1 0.057
H 3.38304 -3.40363 -0.40879 0.1 -0.1 -0.1 0.033
H 2.15596 -1.14021 -0.44553 0.0 0.3 0.3 0.063
H -0.02316 -2.99303 0.14313 -0.1 -0.1 0.2 0.042
H -1.76751 -2.54612 -1.38506 0.0 -0.1 0.1 0.087
H -0.29608 -2.44131 -2.35089 -0.1 -0.1 0.0 0.094
H -1.18123 -0.78830 -3.72983 0.0 0.2 0.0 0.105
H -2.26870 -0.14334 -2.49710 0.1 0.1 0.1 0.094
H -2.98380 -1.79144 -4.62511 -0.1 -0.3 0.0 0.076
H -3.04047 -2.89571 -3.21904 0.1 -0.1 -0.1 0.095
H -4.42556 -0.20518 -3.51835 -0.1 0.1 0.1 0.090
H -5.20188 -1.79038 -3.68502 -0.1 0.2 -0.1 0.108
H -5.25976 -0.47601 -1.47967 0.1 0.1 -0.1 0.102
H -7.02126 -1.72687 -1.53263 -0.1 -0.1 0.0 0.036
H -4.73064 -3.75779 0.08748 0.0 0.0 0.0 0.075
H -4.57343 -4.28478 -1.42928 0.0 0.0 0.0 0.074
H -1.70970 1.61992 -0.90388 0.0 0.5 0.2 0.157
H 0.64752 0.75906 0.82756 0.1 0.1 0.1 0.133
H 2.03879 2.24476 -0.55048 0.1 0.0 -0.1 0.126
H 0.65187 2.83553 -1.42378 -0.2 -0.1 0.0 0.121
H -0.01285 3.35717 1.29359 0.1 -0.2 0.1 0.095
H 0.62959 4.46489 0.10275 0.0 0.2 0.1 0.088
H 0.13554 1.84996 3.03062 0.0 -0.2 -0.1 0.016
H 1.66652 1.01851 3.46616 -0.2 -0.2 -0.2 -0.004
H 0.89630 2.13043 4.58173 0.0 0.0 0.0 0.037
H 4.10110 2.57675 4.26121 0.2 0.1 0.0 0.023
H 4.12039 1.88276 2.64017 0.2 0.0 -0.1 0.018
H 4.68580 3.56470 2.87862 0.1 0.0 0.0 0.026
H 0.88981 5.02848 4.31011 -0.1 0.1 -0.1 0.025
H 2.33186 5.76798 3.53980 -0.1 0.1 -0.1 0.026
H 2.49283 4.73354 4.93897 0.0 -0.1 0.1 0.001
O 2.48546 -6.45521 -0.63125 -0.3 0.0 -0.1 -0.051
H 3.32338 -6.63012 -1.06523 0.1 0.0 0.2 0.005
H 2.23112 -7.31335 -0.27896 0.0 0.0 0.1 0.035
O -1.07967 6.10421 0.23514 -0.5 0.3 0.1 -0.047
H -1.61022 5.32088 0.04291 0.1 -0.1 0.0 0.072
H -1.34917 6.36234 1.12446 0.2 -0.2 0.1 0.062
O -0.26242 6.81390 -2.46903 -0.1 0.1 0.0 -0.067
H -0.96292 6.40058 -2.98103 0.0 0.0 0.0 0.029
H -0.57838 6.79636 -1.55439 0.1 -0.1 0.0 -0.016
O -3.55615 -0.69809 4.02620 -0.1 -0.1 0.0 -0.095
H -2.61616 -0.91218 3.99546 0.0 0.1 -0.1 -0.056
H -3.83729 -0.86826 3.12074 0.0 0.1 0.0 0.027
O 6.51076 -3.32247 1.22977 0.0 -0.2 0.0 -0.095
H 5.59727 -3.19118 1.51996 0.0 0.2 0.0 -0.070
H 6.43353 -3.88578 0.45392 0.0 0.0 0.0 0.020
O 4.90682 -7.90141 0.25639 0.1 -0.2 0.0 -0.057
H 5.00451 -7.71760 1.19574 -0.1 0.1 0.0 0.053
H 5.77168 -8.22298 -0.02585 0.0 0.1 0.0 0.030
O 3.42686 4.41680 7.30468 0.1 0.0 0.1 -0.057
H 3.54115 4.65016 8.23064 0.0 0.0 0.0 0.031
H 4.29337 4.10717 7.02227 0.0 0.0 0.0 0.034
O -2.39626 8.96856 0.70398 0.0 0.0 0.1 -0.057
H -2.13295 8.07923 0.44289 0.0 0.0 -0.2 -0.009
H -1.70870 9.53349 0.33850 0.0 0.0 0.0 0.038
O -5.90955 1.74622 -3.76471 -0.1 0.1 0.1 -0.051
H -6.86327 1.65614 -3.67510 0.0 0.0 0.0 0.036
H -5.67884 2.47641 -3.18139 0.1 0.0 0.0 0.040
O -2.34128 -3.17458 -6.34800 0.1 -0.2 -0.3 -0.062
H -1.56815 -3.33373 -5.79623 0.0 0.1 0.1 0.040
H -2.84621 -3.99133 -6.29325 0.0 0.0 0.0 0.037
O 6.58709 -7.14089 -1.89770 0.0 -0.1 -0.1 -0.054
H 6.77229 -7.22066 -2.83830 0.0 0.0 0.0 0.043
H 5.63821 -6.99012 -1.84077 0.0 0.1 0.1 0.018
```
Positions in Å, forces in eV/Å.

Output
* net charge: -1
* gap between HOMO and LUMO: 6.98 eV

---

No. 2
# C13H44N7O2P3

3 unconnected molecules or ions with the total composition C13H44N7O2P3 at a distorted geometry (wB97M-V/def2-TZVPD, the OMol25 dataset).

```
69
Properties=species:S:1:pos:R:3:forces:R:3:lowdin_charge:R:1
N 2.52041 0.85702 0.36018 -0.1 0.0 -0.1 -0.082
C 1.54347 1.94346 0.22623 0.3 -0.4 0.5 -0.521
P -0.22316 1.25896 0.28845 -0.3 0.4 -0.5 0.634
H 2.38691 0.43930 1.27631 0.1 -0.1 0.0 0.031
H 2.31154 0.11500 -0.30320 0.0 0.0 -0.1 0.035
H 1.71909 2.52218 -0.68066 0.0 0.0 -0.2 0.056
H 1.71094 2.59615 1.08518 -0.2 0.3 0.0 0.061
H -0.77532 2.58116 0.37666 0.0 0.0 0.0 -0.042
H 0.06321 0.57438 1.49707 0.0 -0.1 0.0 -0.031
H 0.01416 0.56154 -0.93544 0.1 -0.2 0.1 -0.038
H -1.59443 0.73968 0.26779 0.0 -0.1 0.1 -0.106
O -1.21410 2.08906 -2.81559 0.4 2.0 1.5 -0.305
P -1.66042 2.84582 -4.00811 -0.6 -2.2 -3.6 0.625
N -3.25382 2.32453 -4.33485 0.1 0.1 -0.4 -0.325
C -3.47923 0.95000 -4.75569 0.1 -0.2 0.1 -0.113
C -4.14768 2.68185 -3.23842 0.0 0.2 0.2 -0.134
N -0.55729 2.32283 -5.19988 0.1 -0.4 0.3 -0.306
C -0.94716 1.79974 -6.48944 0.0 0.4 -0.3 -0.143
C 0.67224 1.70328 -4.72163 -0.1 -0.2 0.1 -0.132
N -1.81443 4.43816 -4.65808 -0.1 0.5 2.2 -0.295
C -1.22765 5.47728 -3.79776 0.3 -0.1 0.0 -0.125
C -3.05016 4.92017 -5.26430 -0.2 0.0 -0.1 -0.134
H -4.54835 0.80579 -4.92302 0.0 0.0 0.1 0.084
H -3.14282 0.21291 -4.01510 0.0 0.0 0.0 0.092
H -2.99133 0.74204 -5.70208 0.0 0.0 0.1 0.045
H -4.00597 3.72844 -2.95394 0.0 -0.1 0.0 0.068
H -3.97423 2.06825 -2.34670 0.0 0.0 0.0 0.085
H -5.18638 2.56807 -3.55407 0.0 0.0 0.0 0.086
H -1.18255 0.72871 -6.44829 0.1 0.0 -0.1 0.073
H -0.13247 1.93156 -7.20672 0.0 0.0 0.0 0.081
H -1.80798 2.33471 -6.89475 -0.1 0.0 0.1 0.079
H 0.54163 0.64308 -4.46729 0.0 0.0 0.0 0.084
H 1.04698 2.21108 -3.83793 0.0 0.0 0.0 0.065
H 1.43443 1.78357 -5.49977 -0.1 0.0 -0.1 0.080
H -1.83089 5.67305 -2.90336 0.0 0.1 0.0 0.081
H -1.12003 6.40909 -4.35266 0.0 0.0 -0.1 0.078
H -0.23039 5.17173 -3.47222 0.0 0.0 0.0 0.079
H -3.85305 5.12225 -4.54558 0.0 0.0 0.0 0.072
H -3.42036 4.22380 -6.00812 0.0 -0.1 0.0 0.072
H -2.81024 5.85580 -5.77430 0.0 0.0 0.1 0.084
O 0.92124 -1.51604 3.72849 2.4 0.8 -2.1 -0.302
P 1.73744 -2.71194 4.12201 -3.4 -2.5 3.8 0.685
N 0.45624 -3.88674 4.09624 0.3 -0.4 0.6 -0.347
C -0.66434 -3.74404 5.00979 -0.1 0.2 0.0 -0.121
C -0.01772 -4.09665 2.73699 0.2 0.1 -0.2 -0.148
N 2.23435 -2.30878 5.69277 0.2 0.6 -0.3 -0.317
C 1.87902 -3.06264 6.87245 0.4 -0.4 0.0 -0.136
C 2.36548 -0.88625 5.98150 -0.3 0.1 0.0 -0.135
N 2.94683 -3.96060 3.89818 0.3 1.4 -2.0 -0.295
C 3.96562 -3.60372 2.89652 0.2 0.3 0.3 -0.134
C 2.62986 -5.38045 3.79018 -0.1 -0.2 0.0 -0.138
H -1.35623 -4.57422 4.84931 0.0 0.0 -0.1 0.082
H -1.21618 -2.80455 4.87400 0.0 0.0 0.0 0.088
H -0.34180 -3.81222 6.04441 0.0 0.1 0.0 0.047
H 0.82579 -4.24870 2.05533 -0.1 0.1 0.0 0.067
H -0.59621 -3.24320 2.36281 0.0 0.0 0.0 0.083
H -0.63810 -4.99490 2.69187 0.0 0.0 0.0 0.086
H 0.89598 -2.77287 7.26294 0.0 0.0 0.0 0.077
H 2.61529 -2.88765 7.66166 0.0 0.0 0.0 0.082
H 1.88016 -4.13594 6.67766 -0.1 0.0 -0.1 0.078
H 1.40482 -0.41672 6.22759 0.0 0.0 0.0 0.084
H 2.78686 -0.35296 5.13386 0.0 0.0 0.0 0.069
H 3.04519 -0.75614 6.82628 0.0 -0.1 0.0 0.080
H 3.57997 -3.65188 1.87176 0.0 -0.1 0.0 0.079
H 4.82400 -4.27112 2.97355 0.0 0.0 0.0 0.077
H 4.32355 -2.58593 3.07555 0.0 0.0 0.0 0.078
H 2.15906 -5.66464 2.84293 0.0 0.0 0.0 0.072
H 1.99254 -5.70482 4.60298 -0.1 0.1 0.0 0.073
H 3.57818 -5.91913 3.87147 0.0 0.1 -0.1 0.086
```
Positions in Å, forces in eV/Å.

Output
* net charge: 0
* gap between HOMO and LUMO: 7.79 eV
* structure (SMILES): CN(C)P(=O)(N(C)C)N(C)C.CN(C)P(=O)(N(C)C)N(C)C.NC[PH4]

---

No. 3
# C4H7NOS2

2 unconnected molecules or ions with the total composition C4H7NOS2 at a distorted geometry (wB97M-V/def2-TZVPD, the OMol25 dataset).

```
15
Properties=species:S:1:pos:R:3:forces:R:3:lowdin_charge:R:1
C -1.81664 -1.19158 -0.39920 -2.2 1.6 0.2 -0.306
C -1.15147 -0.49572 0.74404 4.2 0.0 -0.5 -0.499
C 0.48140 -0.84527 0.91055 -1.0 -1.5 0.8 -0.179
C 1.33643 0.08132 -0.07676 1.4 -3.3 1.4 -0.849
H -2.72432 0.14075 -1.91548 -1.8 -2.1 5.6 0.301
H -2.19929 -2.16494 -0.20469 0.1 -1.0 0.5 0.107
H -1.21023 -1.20818 -1.27374 0.7 -0.1 -0.5 0.097
H -1.59645 -0.55880 1.71012 -0.6 -0.3 0.5 0.093
H 0.69051 -2.01875 1.12797 -0.2 2.6 -1.8 0.159
H 0.77787 -0.52743 1.91410 -0.2 0.6 0.0 0.085
H 0.71700 1.83749 -1.04295 0.6 -0.6 0.2 0.116
N 0.51478 1.05352 -0.42185 1.2 0.8 -1.2 -0.336
O -3.04806 -0.39582 -0.66089 2.2 1.5 -5.9 -0.244
S 3.01303 -0.32083 -0.33268 -2.8 1.2 -0.1 0.495
S -0.93631 1.25829 0.38599 -1.7 0.6 0.7 0.959
```
Positions in Å, forces in eV/Å.

Output
* net charge: 0
* gap between HOMO and LUMO: 7.86 eV
* ΔE to the lowest compared entry with this formula, charge and spin: 424.3 kJ/mol

---

No. 4
# C5H7NO

A single C5H7NO molecule at a distorted geometry (wB97M-V/def2-TZVPD, the OMol25 dataset).

```
14
Properties=species:S:1:pos:R:3:forces:R:3:lowdin_charge:R:1
C 1.50084 0.10071 0.99927 1.1 -0.6 0.8 -0.091
C 0.11482 -0.27685 0.78866 -1.3 1.8 1.9 -0.226
C -0.37379 -0.00831 -0.51899 -2.5 0.9 0.0 -0.315
C -1.54088 -0.63906 -0.97644 -1.4 -1.7 -1.2 -0.214
O -2.00039 0.38127 -0.14807 1.4 -0.1 -1.4 -0.038
C 0.20577 1.02797 -1.25166 0.6 1.0 -1.1 -0.152
N 0.73696 1.83670 -1.86604 0.1 0.2 -0.2 0.216
H 2.08125 -0.72287 0.61786 1.0 0.2 -0.4 0.088
H 1.61108 0.05406 2.06713 0.7 0.5 0.5 0.082
H 1.71900 1.08009 0.57316 0.4 -0.3 0.2 0.086
H -0.15923 -1.23302 1.22262 -0.3 0.0 -0.2 0.144
H -0.55578 0.57446 1.13723 1.2 -1.4 1.6 0.168
H -1.77045 -0.53376 -2.02062 -0.4 -0.1 -0.5 0.126
H -1.61341 -1.64968 -0.60678 -0.5 -0.4 0.1 0.126
```
Positions in Å, forces in eV/Å.

Output
* net charge: 0
* gap between HOMO and LUMO: 10.26 eV
* ΔE to the lowest compared entry with this formula, charge and spin: 363.2 kJ/mol
* structure (SMILES): CC[C@@]1(C#N)CO1

---

| no. | E_HOMO (eV) | LUMO (eV) |
| --- | --- | --- |
| 1 | -5.29 | 1.7 |
| 2 | -7.16 | 0.6 |
| 3 | -8.24 | -0.4 |
| 4 | -10.19 | 0.1 |